<w>
# C5H7N

An isolated molecule of C5H7N (the ωB97M-V functional and the def2-TZVPD basis, the OMol25 dataset).

**Gap between HOMO and LUMO (alpha / beta)**: 7.78 / 7.78 eV

The geometry in ORCA input format:
```
! RIJCOSX wB97M-V def2-TZVPD def2/J DEFGRID3
* xyz 0 1
N -1.57 -1.90 0.27
C 0.02 0.97 -1.19
C 1.38 -0.20 0.78
C 0.18 -0.14 -0.13
C -0.89 1.04 -0.04
C -0.65 -1.22 -0.14
H 1.11 -0.57 1.77
H -1.90 0.75 -0.36
H 0.92 1.58 -1.16
H -2.10 -1.26 0.86
H -0.34 0.72 -2.19
H 1.78 0.81 0.89
H 2.14 -0.85 0.34
*
```

<x>
# C5H7N

A cluster of 2 separate species, C5H7N in total (the ωB97M-V functional and the def2-TZVPD basis, the OMol25 dataset).

**Gap between HOMO and LUMO**: 8.66 eV

The geometry in ORCA input format:
```
! RIJCOSX wB97M-V def2-TZVPD def2/J DEFGRID3
* xyz 0 1
N -1.17 0.27 0.37
C -0.48 -1.06 -1.76
C 0.21 1.59 1.96
C -0.35 -0.36 -0.37
C 1.41 1.40 1.99
C 1.05 -0.52 -0.31
H -2.10 0.48 0.01
H 0.47 -1.53 -2.06
H -0.71 -0.33 -2.54
H -0.82 1.82 2.04
H -1.24 -1.86 -1.74
H 1.40 -1.51 0.01
H 2.37 1.61 2.40
*
```

<y>
# C5H7N

An isolated molecule of C5H7N (the ωB97M-V functional and the def2-TZVPD basis, the OMol25 dataset).

**Gap between HOMO and LUMO**: 9.84 eV
**SMILES string**: [H]/N=C1/C=C(C)C1

The geometry in ORCA input format:
```
! RIJCOSX wB97M-V def2-TZVPD def2/J DEFGRID3
* xyz 0 1
N -0.47 2.81 -1.25
C -0.20 -0.15 0.26
C -0.12 0.22 -1.22
C -0.38 1.14 0.62
C -0.21 1.70 -0.79
C -0.21 -1.36 1.02
H 0.90 -0.12 -1.64
H 0.04 -2.22 0.43
H 0.60 -1.17 1.79
H -0.51 3.16 -2.20
H -0.83 -0.22 -1.85
H -1.08 -1.52 1.51
H -0.55 1.62 1.59
*
```

<y> (59.9 kcal/mol below the next structure)

<w>
# C5H7N

An isolated molecule of C5H7N (the ωB97M-V functional and the def2-TZVPD basis, the OMol25 dataset).

**Gap between HOMO and LUMO**: 10.10 eV

The geometry in ORCA input format:
```
! RIJCOSX wB97M-V def2-TZVPD def2/J DEFGRID3
* xyz 0 1
N 2.23 0.31 -0.14
C 0.59 -1.23 -0.08
C 0.80 0.26 -0.05
C -0.32 1.05 0.06
C 3.42 0.04 -0.21
C -1.72 0.70 0.08
H 0.94 -1.78 -0.98
H -2.04 -0.28 -0.36
H -2.27 1.36 -0.51
H -0.42 -1.52 -0.02
H -2.25 0.83 1.05
H 1.14 -1.78 0.71
H -0.10 2.05 0.45
*
```

<x>
# C5H7N

An isolated molecule of C5H7N (the ωB97M-V functional and the def2-TZVPD basis, the OMol25 dataset).

**Gap between HOMO and LUMO**: 10.98 eV
**SMILES string**: C#C[C@@H](C)N=C

The geometry in ORCA input format:
```
! RIJCOSX wB97M-V def2-TZVPD def2/J DEFGRID3
* xyz 0 1
N -0.60 1.17 0.23
C 1.18 -0.49 -0.25
C -1.34 -0.78 -0.71
C 0.00 1.48 1.28
C 2.23 -1.00 0.06
C -0.11 0.13 -0.63
H 0.90 0.99 1.68
H -2.19 -0.17 -1.05
H 0.04 0.63 -1.60
H -1.18 -1.59 -1.41
H 3.14 -1.49 0.33
H -1.62 -1.18 0.27
H -0.44 2.32 1.80
*
```

<y>
# C5H7N

An isolated molecule of C5H7N (the ωB97M-V functional and the def2-TZVPD basis, the OMol25 dataset).

**Gap between HOMO and LUMO**: 9.26 eV
**SMILES string**: [H]/N=C1/CC12CC2

The geometry in ORCA input format:
```
! RIJCOSX wB97M-V def2-TZVPD def2/J DEFGRID3
* xyz 0 1
N 2.78 -0.44 -0.09
C 0.82 1.37 0.16
C 1.63 -0.12 -0.03
C -1.02 -0.37 0.72
C -0.98 -0.51 -0.75
C 0.20 -0.02 -0.06
H 0.77 2.03 -0.66
H -1.43 0.18 -1.38
H 0.75 1.69 1.25
H -1.05 -1.27 1.38
H -0.97 -1.64 -1.15
H 3.07 -1.39 -0.39
H -1.66 0.44 1.03
*
```

<z>
# C5H7N

A structure of composition C5H7N (the ωB97M-V functional and the def2-TZVPD basis, the OMol25 dataset).

**Gap between HOMO and LUMO**: 9.98 eV

The geometry in ORCA input format:
```
! RIJCOSX wB97M-V def2-TZVPD def2/J DEFGRID3
* xyz 0 1
N -0.73 -0.24 0.90
C -1.58 0.00 -0.34
C 0.27 0.80 0.43
C 1.47 -0.13 0.52
C -0.19 0.18 -0.91
C 0.31 -0.96 0.00
H 0.23 1.86 0.71
H 2.27 0.02 -0.21
H 1.84 -0.36 1.51
H -2.17 -0.90 -0.57
H -2.21 0.89 -0.36
H 0.22 -2.04 -0.11
H 0.29 0.87 -1.59
*
```

<x> (5.2 kcal/mol below the next structure)

<w>
# C5H7N

An isolated molecule of C5H7N (the ωB97M-V functional and the def2-TZVPD basis, the OMol25 dataset).

**Gap between HOMO and LUMO**: 10.04 eV
**SMILES string**: C#CC(=C)NC

The geometry in ORCA input format:
```
! RIJCOSX wB97M-V def2-TZVPD def2/J DEFGRID3
* xyz 0 1
N -0.92 -0.46 -0.61
C 1.24 -0.78 0.42
C 2.38 -1.10 0.16
C -0.77 0.89 -1.21
C -0.15 -0.46 0.59
C -0.70 0.02 1.71
H 0.08 1.43 -0.76
H -0.59 0.83 -2.28
H -0.58 -1.18 -1.24
H -0.10 0.31 2.56
H 3.39 -1.38 -0.06
H -1.67 1.49 -1.02
H -1.77 0.19 1.74
*
```

<x>
# C5H7N

An isolated molecule of C5H7N (the ωB97M-V functional and the def2-TZVPD basis, the OMol25 dataset).

**Gap between HOMO and LUMO**: 7.72 eV

The geometry in ORCA input format:
```
! RIJCOSX wB97M-V def2-TZVPD def2/J DEFGRID3
* xyz 0 1
N -0.76 0.08 -0.25
C 2.54 -0.67 0.73
C -1.67 -0.38 0.60
C 1.55 -0.02 0.55
C -0.71 -0.04 -1.57
C 0.37 0.82 0.36
H 0.11 0.41 -2.11
H -1.52 -0.24 1.66
H -1.46 -0.64 -2.07
H 0.60 1.67 -0.30
H -2.49 -0.96 0.21
H 3.42 -1.27 0.88
H 0.02 1.23 1.31
*
```

<y>
# C5H7N

A structure of composition C5H7N (the ωB97M-V functional and the def2-TZVPD basis, the OMol25 dataset).

**Gap between HOMO and LUMO**: 9.21 eV

The geometry in ORCA input format:
```
! RIJCOSX wB97M-V def2-TZVPD def2/J DEFGRID3
* xyz 0 1
N -0.62 3.19 0.25
C 1.12 0.96 -0.23
C -0.52 1.98 0.08
C 0.70 -1.52 -0.32
C 0.32 -0.08 -0.32
C -1.03 0.54 -0.04
H -1.64 0.32 -0.97
H -1.53 3.49 0.19
H -0.28 -2.01 -0.10
H -1.67 0.42 0.89
H 1.52 -1.88 0.35
H 2.10 1.29 -0.21
H 1.09 -1.85 -1.38
*
```

<w> (30.6 kcal/mol below the next structure)

<w>
# C20H44NO10S5

A cluster of 6 separate species, C20H44NO10S5 in total (the ωB97M-V functional and the def2-TZVPD basis, the OMol25 dataset).

**Gap between HOMO and LUMO**: 10.52 eV

The geometry in ORCA input format:
```
! RIJCOSX wB97M-V def2-TZVPD def2/J DEFGRID3
* xyz 1 1
S -3.75 -2.21 -1.33
S 1.68 -2.92 -0.48
S 3.91 0.86 -1.48
S -1.40 4.75 -0.79
S -0.31 0.20 1.59
O -1.26 5.62 -1.86
O 3.95 -0.16 -0.44
O 2.80 -2.67 0.38
O 0.65 -1.85 -0.87
O -4.45 -3.14 -2.23
O -0.91 3.32 -0.75
O -3.04 -1.05 -1.79
O -1.32 -0.09 0.62
O 2.73 0.87 -2.23
O 0.93 0.50 1.07
N -0.20 0.62 -2.18
C 0.78 -5.25 -0.91
C -0.83 0.48 4.16
C -3.10 -3.65 0.71
C -3.09 4.69 -0.33
C 5.38 0.71 -2.43
C -0.85 1.33 2.80
C 4.19 2.50 -0.95
C -2.51 -3.24 -0.56
C -1.03 -0.94 3.94
C 5.96 2.08 -2.67
C -2.22 5.71 1.63
C -0.93 5.56 0.69
C 5.72 2.81 -1.28
C 2.13 -5.17 -1.75
C -4.74 -1.99 0.10
C 0.79 -4.27 0.20
C 2.24 -3.66 -2.02
C -0.21 -1.37 2.65
C -3.91 -2.52 1.26
C -3.10 4.52 1.11
H 3.29 -3.29 -2.09
H -3.25 -1.53 1.36
H -4.97 -1.05 0.31
H 1.93 -5.74 -2.63
H 5.36 0.10 -3.27
H 3.98 2.95 0.03
H -0.11 5.07 1.29
H 6.13 0.12 -1.94
H -2.29 -3.97 1.53
H -0.03 -5.22 -1.69
H -1.00 -0.06 -1.93
H 1.35 -4.48 1.06
H -2.82 6.71 1.49
H -2.39 -4.02 -1.16
H -3.65 5.63 -0.67
H -3.63 -4.47 0.42
H 5.84 3.90 -1.17
H -2.19 -1.24 3.79
H 3.38 2.99 -1.50
H 0.82 -1.72 2.59
H 6.97 1.82 -2.94
H -0.60 -1.61 4.61
H -4.74 -2.57 2.12
H 0.86 -6.32 -0.71
H 0.15 0.54 4.64
H 3.07 -5.42 -1.29
H -0.77 6.67 0.57
H -2.31 5.76 2.82
H 0.30 0.79 -1.33
H 5.54 2.71 -3.55
H -0.14 -4.01 0.49
H 6.35 2.45 -0.57
H -3.50 3.85 -0.65
H -5.65 -2.74 0.06
H -0.69 1.38 -2.73
H -1.97 1.56 2.37
H -0.80 -1.95 2.07
H 1.35 -3.20 -2.58
H -1.73 0.89 4.72
H -4.09 4.64 1.86
H -1.63 -2.58 -0.59
H 0.40 0.09 -2.86
H -2.73 3.54 1.30
H -0.03 2.07 2.74
*
```

<x>
# C20H44NO10S5

A cluster of 6 separate species, C20H44NO10S5 in total (the ωB97M-V functional and the def2-TZVPD basis, the OMol25 dataset).

**Gap between HOMO and LUMO**: 10.03 eV

The geometry in ORCA input format:
```
! RIJCOSX wB97M-V def2-TZVPD def2/J DEFGRID3
* xyz 1 1
S -3.89 0.96 -1.67
S 2.02 0.95 2.35
S 3.99 -1.85 -1.25
S -1.89 -1.81 3.03
S 1.60 0.68 -3.84
O 0.95 0.47 1.51
O 2.79 -0.99 -1.28
O -3.17 0.54 -0.55
O 3.95 -3.25 -1.28
O 2.75 -0.02 -4.37
O -3.06 1.39 -2.86
O -1.22 -1.59 1.76
O 0.52 -0.02 -3.39
O 3.20 1.45 1.72
O -1.11 -1.88 4.22
N -0.48 -1.40 -0.99
C -2.89 -3.17 2.85
C 5.05 -1.39 0.05
C -5.02 2.18 -1.13
C -5.12 -0.16 -2.33
C 1.20 2.12 -4.83
C 6.45 -1.71 -0.46
C 0.69 3.16 -3.92
C -3.15 -0.54 3.08
C 2.04 1.61 -2.45
C 1.45 2.03 3.62
C 1.44 1.12 4.84
C -4.44 -1.26 3.21
C -6.37 1.95 -1.85
C 6.58 -1.34 -1.93
C 2.41 -0.41 3.42
C -4.26 -2.61 2.54
C 5.13 -1.53 -2.46
C 1.52 3.04 -2.63
C 2.53 0.10 4.76
C -6.40 0.43 -1.77
H 5.08 -2.18 -3.17
H -5.01 -1.25 -1.83
H 1.59 -1.12 3.40
H 2.41 3.73 -3.00
H -0.10 -1.07 -0.22
H -3.15 0.04 2.16
H 3.42 -0.89 3.12
H 2.22 2.83 3.77
H 1.54 1.13 -1.57
H 7.13 -2.17 -2.29
H 0.97 4.18 -4.30
H -0.41 2.95 -3.58
H -6.73 0.12 -0.67
H 0.57 1.74 -5.46
H -7.27 0.03 -2.47
H 0.30 -1.67 -1.40
H 0.56 0.63 5.04
H -1.03 -0.79 -1.48
H 4.79 -1.94 0.92
H 1.22 3.43 -1.61
H -2.77 0.03 3.87
H 3.51 0.63 5.08
H -3.01 -3.62 4.02
H -5.30 1.84 -0.10
H -7.13 2.31 -1.17
H 2.22 2.45 -5.27
H 4.83 -0.30 0.09
H 2.22 -0.67 5.46
H 7.11 -1.15 0.19
H 6.44 -2.73 -0.31
H -2.44 -4.12 2.30
H -4.94 -0.27 -3.38
H -4.37 -1.33 4.29
H 7.19 -0.34 -2.11
H 0.56 2.54 3.32
H -5.03 -3.44 2.49
H 4.72 -0.44 -2.89
H 3.16 1.64 -2.17
H -4.43 -2.31 1.32
H -1.08 -2.21 -0.80
H -4.53 3.17 -1.12
H -5.50 -0.82 2.96
H 1.36 1.78 5.78
H -6.70 2.28 -2.99
*
```

<y>
# C20H44NO10S5

A cluster of 6 separate species, C20H44NO10S5 in total (the ωB97M-V functional and the def2-TZVPD basis, the OMol25 dataset).

**Gap between HOMO and LUMO**: 10.37 eV

The geometry in ORCA input format:
```
! RIJCOSX wB97M-V def2-TZVPD def2/J DEFGRID3
* xyz 1 1
S -1.29 -1.02 -3.07
S -2.17 2.09 2.34
S 1.83 1.18 -4.67
S 0.00 -2.57 1.23
S 2.89 1.71 2.74
O -1.50 1.80 3.56
O 1.71 1.10 2.17
O 2.07 1.39 -3.34
O -0.38 -1.34 0.67
O 3.38 2.93 2.31
O 0.74 -3.48 0.43
O -1.42 2.71 1.29
O -2.19 -0.42 -4.07
O -0.38 -0.16 -2.42
O 1.57 -0.09 -5.23
N 0.84 1.64 -0.60
C -2.75 0.57 1.71
C -1.41 -3.43 1.84
C -2.34 -1.79 -1.83
C -0.64 -3.49 -2.51
C -0.85 -3.78 3.29
C -4.95 1.94 2.08
C -4.41 0.57 1.93
C -2.07 -3.29 -2.06
C -0.18 -2.44 3.75
C -0.38 -2.46 -3.60
C 0.36 2.18 -5.02
C 1.81 2.43 -7.00
C 4.18 0.49 2.74
C 0.56 2.85 -6.33
C 3.34 0.53 5.05
C -3.73 2.82 2.74
C 2.89 2.07 -5.82
C 2.56 1.79 4.52
C 0.85 -2.16 2.77
C 4.60 0.33 4.19
H 1.58 1.57 -7.74
H -2.63 -3.59 -2.93
H 3.77 1.52 -6.31
H -2.83 0.55 0.74
H -0.98 -1.64 3.89
H 3.60 0.57 6.19
H -0.83 -2.82 -4.66
H -2.53 -3.74 -1.10
H 2.55 -0.20 4.95
H -0.49 1.40 -4.98
H -0.25 -4.64 3.52
H 3.12 2.84 -5.32
H -4.93 -0.11 1.25
H -2.17 -1.54 -0.89
H 0.17 -3.36 -1.71
H 1.40 -1.15 2.61
H -0.22 2.98 -6.94
H -3.49 -1.38 -1.96
H 0.29 1.45 0.19
H 1.40 2.42 -0.75
H -1.60 -4.26 1.35
H -2.29 -0.39 2.23
H 5.03 0.93 2.29
H 5.21 -0.59 4.23
H 3.97 -0.49 2.34
H -5.82 2.11 2.74
H 0.62 -2.26 -3.86
H 0.21 -2.70 4.81
H -0.67 -4.42 -3.02
H -5.18 2.22 1.09
H -3.80 3.63 2.30
H -2.33 -2.86 2.00
H 1.46 1.93 4.58
H 3.25 2.65 4.99
H 5.46 1.23 4.31
H 0.06 2.84 -4.22
H 2.36 3.20 -7.72
H -4.57 0.19 2.98
H -3.42 2.69 3.94
H 0.82 3.97 -5.83
H 1.43 0.92 -0.64
H -1.90 -3.79 3.69
H 0.26 1.81 -1.49
H 1.71 -2.89 3.08
*
```

<x> (11.7 kcal/mol below the next structure)